79
Properties=species:S:1:pos:R:3:forces:R:3:mulliken_charge:R:1 method="wB97M-V/def2-TZVPD" e_above_lowest_kcal_mol=59.5 gap_ha=0.2087 homo_energy_ev=-2.11 energy_ev=-82479.3947 charge=-2 e_lumo_ev=3.57
K -0.088 0.083 -0.580 1.3 -1.3 2.0 0.7559
I 3.985 3.010 7.522 -0.3 -0.1 -0.4 -0.1114
C 2.880 2.523 5.755 0.4 0.2 0.7 -0.3026
C 2.063 3.475 5.175 0.1 0.1 0.2 -0.5681
C 1.378 3.122 4.041 -0.5 0.5 -0.3 -0.4336
I 0.085 4.536 3.126 0.3 -0.3 0.2 -0.0230
C 1.405 1.829 3.431 0.2 0.1 0.4 0.1961
O 0.706 1.548 2.436 -0.5 -0.4 -0.6 -0.0357
C 2.276 0.892 4.098 0.1 -0.1 -0.2 1.0670
C 2.301 -0.569 3.672 -0.2 0.1 0.2 -1.6383
N 2.006 -0.892 2.300 0.1 0.3 -0.2 0.5478
C 3.087 -0.946 1.353 -0.1 0.0 0.2 -0.8932
C 3.029 -2.219 0.535 0.3 -0.2 -0.2 0.6396
C 3.993 -2.484 -0.440 -0.1 -0.1 0.0 -0.8378
C 3.936 -3.677 -1.134 0.0 0.1 0.1 -0.2511
C 2.903 -4.561 -0.858 0.0 0.0 0.0 -0.4000
C 1.980 -4.192 0.106 0.1 -0.4 -0.3 -0.0950
N 2.056 -3.072 0.799 -0.2 0.2 0.2 -0.2672
C 2.982 1.251 5.221 0.1 -0.1 0.1 -0.6186
H 1.955 4.460 5.608 0.0 0.0 -0.1 0.3516
H 1.540 -1.084 4.285 0.2 0.0 0.0 0.2653
H 3.274 -1.000 3.947 -0.2 0.0 0.0 0.4993
H 1.270 -0.270 1.974 0.1 0.0 0.2 -0.5624
H 4.056 -0.925 1.875 -0.1 0.1 -0.1 0.4834
H 3.082 -0.104 0.645 0.1 0.1 0.1 0.1545
H 4.769 -1.763 -0.651 0.1 0.1 0.0 0.3720
H 4.675 -3.910 -1.892 0.0 0.0 0.0 0.3468
H 2.808 -5.499 -1.390 0.0 0.0 0.0 0.3675
H 1.134 -4.829 0.340 0.0 -0.1 0.0 0.3594
H 3.603 0.510 5.712 0.1 0.0 0.0 0.3517
N -1.353 -0.932 2.482 0.2 0.1 -0.1 0.0059
C -2.726 -1.160 2.878 -0.3 -0.4 0.0 -0.9006
C -3.374 -2.153 1.901 0.0 0.3 0.1 -0.6162
C -3.516 -1.496 0.530 0.0 -0.4 -0.1 0.1663
C -3.373 -2.464 -0.637 -0.4 -0.1 -0.1 -0.6083
N -2.122 -3.220 -0.579 0.3 0.1 0.0 -0.6558
H -0.683 -1.401 3.075 0.0 0.0 -0.1 0.0702
H -1.109 0.046 2.417 0.2 0.2 0.1 -0.0132
H -3.289 -0.223 2.822 0.1 0.0 0.1 0.3264
H -2.811 -1.545 3.911 0.0 0.2 -0.2 0.3865
H -4.354 -2.467 2.276 0.0 -0.1 0.0 0.3991
H -2.733 -3.030 1.821 0.0 -0.1 0.1 0.2764
H -2.737 -0.740 0.428 0.0 0.2 -0.1 -0.3140
H -4.485 -0.996 0.471 0.0 0.1 -0.1 0.4361
H -3.461 -1.880 -1.561 0.1 -0.1 0.0 0.1468
H -4.195 -3.198 -0.631 -0.1 0.2 0.0 0.4392
H -1.436 -2.680 -0.057 0.1 -0.1 0.0 0.1258
H -1.729 -3.299 -1.511 0.0 0.0 0.1 0.3298
C -1.365 1.232 -4.090 0.0 0.0 0.3 -1.6424
C -1.000 -0.049 -3.359 -0.5 0.2 -0.5 0.8684
O -1.575 -0.330 -2.319 -0.8 0.0 -0.9 -0.5977
C -0.019 -0.927 -3.969 0.4 -0.4 0.2 0.2825
C 0.089 -1.034 -5.356 -0.1 0.0 0.0 -0.4772
C 0.842 -2.019 -5.955 0.0 0.1 -0.5 -0.6996
C 1.549 -2.912 -5.146 0.1 0.0 0.0 -0.5112
C 1.534 -2.784 -3.788 0.1 -0.3 0.1 -0.4040
C 0.770 -1.778 -3.109 0.0 -0.1 -0.3 -0.2218
O 0.811 -1.655 -1.862 0.5 -0.9 -0.3 0.2052
H -1.776 1.928 -3.365 -0.1 0.1 0.0 0.2923
H -2.125 1.018 -4.841 0.0 0.0 -0.1 0.4480
H -0.491 1.669 -4.563 0.0 0.1 -0.1 0.3928
H -0.488 -0.362 -5.981 0.0 0.1 0.0 0.3261
H 0.868 -2.119 -7.033 0.0 0.1 0.0 0.3321
H 2.116 -3.715 -5.609 0.0 0.0 0.0 0.3988
H 2.087 -3.467 -3.159 0.0 0.0 0.0 0.1108
O 0.248 2.375 -1.108 0.7 0.8 -0.7 -0.9299
C -0.837 2.577 -0.533 -0.5 0.8 0.1 1.0536
O -1.466 1.772 0.171 -1.3 0.8 0.8 -0.9380
C -1.513 3.925 -0.777 0.0 -0.2 0.0 0.1111
C -1.251 4.635 -1.940 0.1 -0.1 0.0 -0.3503
C -1.953 5.791 -2.229 0.0 0.1 -0.1 -0.6082
C -2.894 6.270 -1.332 -0.1 0.2 -0.1 -0.3296
C -3.132 5.586 -0.150 -0.1 0.1 0.1 -0.6670
C -2.456 4.409 0.117 0.0 0.0 0.0 -0.1600
H -0.489 4.258 -2.607 0.0 -0.1 -0.1 0.4276
H -1.775 6.312 -3.163 0.0 0.1 0.0 0.3571
H -3.449 7.174 -1.559 0.0 0.0 0.0 0.3448
H -3.859 5.965 0.557 0.0 0.0 0.0 0.3718
H -2.646 3.847 1.017 0.0 -0.1 0.1 0.4934

---

79
Properties=species:S:1:pos:R:3:forces:R:3:mulliken_charge:R:1 method="wB97M-V/def2-TZVPD" e_above_lowest_kcal_mol=0.0 gap_ha=0.2609 homo_energy_ev=-5.07 energy_ev=-120045.2087 charge=-1 e_lumo_ev=2.03
Zn 0.314 1.629 1.307 -0.3 0.1 -0.4 0.4470
N 0.695 3.768 1.375 0.0 0.0 0.3 -0.3079
C 0.412 4.010 2.812 -0.1 -0.1 -0.1 -0.6500
C -0.920 3.324 3.191 -0.2 -0.2 0.0 0.6851
O -1.786 3.965 3.806 0.2 -0.1 -0.1 -0.7985
N -0.967 2.070 2.741 -0.3 0.4 0.4 0.2190
C -2.256 1.433 2.577 0.3 0.0 -0.1 -0.7407
C -2.456 1.015 1.105 0.1 0.0 -0.1 0.3026
O -3.518 0.474 0.767 0.3 0.2 0.0 -0.7688
O -1.475 1.271 0.302 -0.3 -0.3 0.2 -0.5358
H 1.639 4.035 1.128 0.1 0.0 0.0 0.2284
H 0.053 4.294 0.793 0.0 0.0 -0.1 0.2427
H 0.343 5.067 3.063 0.0 0.1 0.0 0.3571
H 1.217 3.552 3.389 0.1 0.0 0.0 0.2131
H -3.066 2.104 2.860 -0.1 0.0 0.0 0.3893
H -2.344 0.523 3.178 -0.1 0.0 0.0 0.2312
S 1.370 1.111 -1.293 0.1 0.1 -0.3 -0.2612
C -0.153 0.714 -1.852 0.3 -0.2 0.2 0.2355
N -0.637 -0.528 -1.785 -0.1 0.3 0.1 0.7389
C -2.043 -0.767 -2.067 -0.1 -0.1 -0.1 -0.2841
C -2.416 -0.037 -3.320 0.1 0.0 0.0 -0.9707
N -2.138 1.382 -3.139 0.3 -0.1 0.1 0.1582
C -3.089 2.303 -3.748 -0.1 0.0 0.1 -1.1025
C -4.490 2.028 -3.262 -0.1 0.0 0.0 0.3410
C -4.727 1.890 -1.895 0.1 0.0 0.0 0.0530
C -6.006 1.619 -1.433 0.0 0.0 0.0 -0.5869
C -7.063 1.492 -2.328 0.1 0.0 -0.1 -0.3632
C -6.831 1.627 -3.691 0.0 0.0 0.0 -0.5747
C -5.547 1.888 -4.154 0.0 0.0 0.0 -0.4206
C -1.043 1.802 -2.469 -0.4 0.2 -0.1 0.2665
S -0.662 3.405 -2.291 0.1 -0.3 0.0 -0.4067
C 0.028 -1.595 -1.030 0.1 -0.1 -0.1 -0.3410
C 0.586 -2.661 -1.949 -0.1 0.1 0.0 0.2327
C 1.656 -2.365 -2.796 0.0 0.0 0.0 -0.2116
C 2.144 -3.324 -3.671 0.0 0.0 0.0 -0.7444
C 1.573 -4.592 -3.712 0.0 0.0 0.0 -0.3915
C 0.517 -4.896 -2.867 0.0 0.0 0.0 -0.6754
C 0.027 -3.933 -1.991 0.0 0.0 0.0 -0.1317
H -2.649 -0.413 -1.225 0.0 0.0 0.1 0.0224
H -2.192 -1.838 -2.199 0.0 0.0 0.0 0.5103
H -3.480 -0.159 -3.507 0.0 0.0 0.0 0.4784
H -1.861 -0.426 -4.181 0.0 0.0 0.0 0.2648
H -3.033 2.230 -4.839 0.0 -0.1 0.0 0.3090
H -2.775 3.301 -3.460 0.0 0.1 0.0 0.3566
H -3.906 1.962 -1.186 -0.1 0.0 -0.1 0.2592
H -6.169 1.497 -0.369 0.1 0.0 0.0 0.4470
H -8.062 1.281 -1.967 0.0 0.0 0.0 0.3687
H -7.647 1.518 -4.395 0.0 0.0 0.0 0.3630
H -5.366 1.985 -5.220 0.0 0.0 0.0 0.3242
H -0.712 -2.026 -0.354 0.0 0.0 0.0 0.6215
H 0.809 -1.147 -0.424 0.0 0.0 0.1 -0.7097
H 2.098 -1.376 -2.755 0.0 0.0 0.0 0.3793
H 2.977 -3.084 -4.321 0.0 0.0 0.0 0.3843
H 1.951 -5.339 -4.400 0.0 0.0 0.0 0.3689
H 0.074 -5.885 -2.886 0.0 0.0 0.0 0.3745
H -0.797 -4.173 -1.327 0.0 0.0 0.0 0.3952
C 6.484 -2.896 4.418 -0.1 0.0 0.0 -1.4856
C 5.365 -2.096 3.798 0.0 0.0 0.0 0.7295
C 5.200 -2.041 2.422 0.0 0.0 0.0 -1.0386
C 4.170 -1.307 1.838 0.0 0.0 0.0 0.8765
C 3.996 -1.275 0.341 0.0 0.0 0.1 -1.2909
C 3.294 -0.611 2.666 0.0 0.1 0.1 -0.0502
C 3.432 -0.654 4.057 0.0 0.0 0.0 1.2945
C 2.464 0.105 4.930 0.1 0.0 -0.1 -1.4238
C 4.469 -1.398 4.603 0.0 0.0 0.0 -1.0206
C 2.192 0.235 2.080 0.1 0.0 0.0 0.9226
O 1.087 -0.306 1.798 0.3 0.1 0.0 -0.7532
O 2.399 1.470 1.913 0.0 -0.5 0.1 -0.7862
H 7.255 -3.130 3.683 0.0 0.0 0.0 0.3525
H 6.107 -3.839 4.823 0.0 0.0 0.0 0.2769
H 6.947 -2.347 5.239 0.0 0.0 0.0 0.3702
H 5.894 -2.578 1.780 0.0 0.0 0.0 0.3280
H 4.910 -1.587 -0.166 0.0 0.0 0.0 0.4279
H 3.725 -0.275 -0.001 0.0 0.0 0.0 0.2385
H 3.191 -1.949 0.037 0.0 0.0 0.0 0.1964
H 2.403 1.147 4.611 0.0 0.0 0.0 0.2049
H 2.764 0.074 5.977 0.0 0.0 0.0 0.3788
H 1.458 -0.313 4.839 0.0 0.0 0.0 0.3251
H 4.590 -1.431 5.683 0.0 0.0 0.0 0.3357